No. 1
Molecular formula: C16H32AgF4Li2O12P2S4
Method: DFT, ωB97M-V/def2-TZVPD

Geometry as XYZ:
```
73
Properties=species:S:1:pos:R:3:forces:R:3
Li -3.117434 -2.162376 -1.289203 1.2 0.1 0.0
Li 1.410613 -3.290455 -2.839891 -0.8 0.3 1.0
Ag -1.451559 -1.650096 1.734625 -0.3 -0.7 0.1
O 1.264815 -1.346318 -1.853142 -2.8 1.8 2.4
P 0.176583 -0.684111 -0.941628 2.2 -1.1 -1.6
O -1.223214 -1.131292 -0.956522 -1.9 -0.3 -1.1
F 0.161776 0.936237 -1.043738 0.6 -2.1 0.2
F 0.476768 -0.893294 0.621406 1.5 0.8 -1.2
O -0.009109 -4.443999 -1.696824 -0.9 0.1 0.5
P -1.036114 -4.467626 -0.609005 1.4 0.9 2.7
O -0.864540 -3.620716 0.670998 -1.0 -1.4 -2.6
F -1.411095 -5.946327 -0.140017 0.1 2.0 -1.2
F -2.470816 -3.942430 -1.301498 0.7 -0.6 0.5
C 0.956551 2.202215 3.074358 1.8 0.3 0.3
C 1.687720 0.844571 2.954211 -0.3 0.0 -0.8
C 2.946028 1.024791 2.075972 0.2 0.8 0.6
S 3.724711 2.579144 2.766250 -0.9 -0.1 2.0
O 4.343103 3.406646 1.783279 -0.2 0.2 -1.3
O 4.515679 2.395214 3.976480 -0.8 -0.9 -0.8
C 2.058318 3.261663 3.359902 0.9 -0.7 -1.2
H 0.270844 2.139025 3.919296 -0.3 0.2 -0.4
H 0.491423 2.475811 2.127305 -0.4 -0.1 0.2
H 1.042178 0.187208 2.371770 0.0 -0.3 0.6
H 1.813491 0.485792 3.975759 0.6 -0.4 -0.3
H 2.633415 1.260545 1.058733 -0.1 0.5 0.0
H 3.651252 0.208830 1.917989 0.1 0.0 0.8
H 1.929803 4.127738 2.710666 0.0 0.3 0.6
H 2.310640 3.460363 4.401507 -0.5 0.2 -0.1
C 4.897134 -4.712036 1.604636 -1.3 1.3 -0.3
C 4.439544 -3.161485 1.551621 0.3 -1.5 0.7
C 2.932276 -3.085248 1.391688 0.0 -0.9 0.5
S 2.287159 -4.548477 2.296349 -1.0 -0.9 -0.7
O 1.536252 -5.328690 1.287198 1.4 0.6 1.4
O 1.567166 -4.198517 3.523947 1.0 0.0 -1.1
C 4.000585 -5.343192 2.693122 -1.8 0.4 -0.9
H 5.970874 -4.896646 1.637966 -0.1 0.4 0.7
H 4.654181 -5.008000 0.584109 -0.4 -0.9 0.1
H 4.871565 -2.699962 0.663676 0.5 0.4 0.7
H 4.600930 -2.749869 2.547927 1.0 0.6 -0.4
H 2.663277 -3.174745 0.339200 -0.5 0.0 0.3
H 2.494634 -2.232867 1.911320 0.0 0.1 -0.4
H 3.715030 -6.394952 2.674050 0.5 -0.1 -0.5
H 4.173342 -5.133561 3.748728 0.4 0.6 -0.2
C -1.907372 3.276255 -4.437582 -2.1 0.7 -3.3
C -0.732709 2.705016 -3.849135 2.9 -1.5 1.2
C -0.376961 1.286024 -4.498179 -1.2 0.5 1.2
S -1.807060 0.785269 -5.554645 0.9 1.8 0.3
O -2.226581 -0.548471 -5.170966 -0.2 0.6 -0.2
O -1.486964 1.119744 -6.935466 -0.5 -0.5 1.1
C -2.877653 2.166097 -4.906045 0.4 -0.3 1.0
H -1.628107 3.757592 -5.374828 0.0 0.7 0.2
H -2.426757 3.964510 -3.770778 0.0 0.1 -0.2
H -0.865358 2.600864 -2.772256 -0.2 -0.7 0.1
H 0.082044 3.428268 -3.814383 0.3 -0.2 -0.7
H -0.461572 0.624522 -3.636008 0.3 -0.5 -0.3
H 0.554684 1.100606 -5.032736 -0.1 0.5 0.0
H -3.325808 1.943535 -3.937680 -0.7 -1.1 -0.4
H -3.600356 2.454937 -5.669171 0.1 -0.1 0.2
C -4.168016 2.449107 -0.732106 -1.8 1.0 0.4
C -5.109935 2.791610 0.509658 0.5 -0.1 -0.6
C -4.563840 1.922005 1.601629 -0.3 -0.9 1.0
S -2.749818 1.850403 1.479530 -0.9 1.3 -0.5
O -2.218480 0.495510 1.424680 -0.3 -0.1 0.1
O -2.225354 2.750535 2.475428 0.1 -0.3 -0.7
C -2.767115 2.525955 -0.251077 2.1 0.2 0.6
H -4.325874 3.167217 -1.536780 0.0 -0.1 -0.1
H -4.414835 1.456763 -1.109535 0.0 -0.1 0.0
H -6.170619 2.558600 0.415992 0.1 -0.3 -0.6
H -5.142417 3.831763 0.833874 0.7 0.2 -0.4
H -4.986097 0.924080 1.483496 0.3 -0.2 0.1
H -4.846080 2.274007 2.593872 0.4 -0.1 0.1
H -1.992255 2.069815 -0.867221 -0.3 -1.0 0.2
H -2.318513 3.519355 -0.246151 -0.7 0.5 0.7
```
Positions in Å, forces in eV/Å.

Computed properties:
HOMO energy: -11.870 eV
relative energy (zero: lowest compared OMol25 entry of this formula, charge and spin): 4.0295 eV
DFT total energy: -118880.52090 eV
orbital gap: 7.993 eV
charge: +1
largest force on an atom: 4.11 eV/A
LUMO: -3.9 eV
M: 804.4 u

***

No. 2
Molecular formula: H3PS3
Method: DFT, ωB97M-V/def2-TZVPD

Geometry as XYZ:
```
7
Properties=species:S:1:pos:R:3:forces:R:3
S 1.557715 -0.466674 -0.850435 0.4 -0.4 0.3
P -0.134681 -0.040817 0.394584 1.1 -0.7 1.0
S -1.792401 -0.925351 -0.524752 -0.3 -0.8 -0.3
S -0.524206 1.914167 -0.156175 0.3 1.5 1.2
H 2.444646 -0.731633 0.168640 -0.8 0.1 -0.5
H -1.640028 -2.216610 -0.048155 0.2 1.1 -0.2
H 0.088956 2.466915 1.016293 -0.9 -0.8 -1.6
```
Positions in Å, forces in eV/Å.

Computed properties:
HOMO energy: -8.888 eV
relative energy (zero: lowest compared OMol25 entry of this formula, charge and spin): 0.0000 eV
DFT total energy: -41843.77097 eV
orbital gap: 9.339 eV
charge: 0
largest force on an atom: 1.97 eV/A
LUMO: 0.5 eV
M: 130.2 u

***

No. 3
Molecular formula: C31H45ClN5O3RuS4
Method: DFT, ωB97M-V/def2-TZVPD

Geometry as XYZ:
```
90
Properties=species:S:1:pos:R:3:forces:R:3
Ru -0.951647 -1.845537 0.226900 0.2 -0.2 0.0
C -3.119864 -2.366173 -3.402379 -0.2 0.4 0.9
C -4.417163 -1.570212 -3.451743 0.0 0.0 -0.5
S -4.377232 -0.059593 -2.503322 -0.3 0.6 0.4
C -5.347696 -0.406824 -1.032451 0.9 0.3 0.7
C -4.563327 -0.662767 0.278654 -0.9 -1.5 -0.8
S -3.503465 -2.158758 0.574804 1.7 0.4 -0.4
C -4.104774 -3.819496 0.176935 -1.4 0.5 -1.8
C -4.436621 -4.200707 -1.296041 1.5 0.5 -0.9
S -3.050879 -3.963107 -2.604257 -0.7 -1.1 1.8
H -2.384456 -1.697302 -2.958054 0.3 -0.2 -0.1
H -2.777725 -2.732045 -4.343280 0.2 0.4 -1.1
H -5.319829 -2.129727 -3.271989 -0.3 -0.3 0.2
H -4.554829 -1.164316 -4.443077 0.1 -0.2 -0.5
H -6.051880 -1.165725 -1.302229 -0.3 -0.7 0.2
H -5.972572 0.453880 -0.775098 0.2 0.2 -0.3
H -5.321224 -0.823257 1.035530 0.0 0.6 0.5
H -3.844408 0.126547 0.505964 -0.3 0.0 0.1
H -4.987302 -3.910213 0.807495 -0.1 -0.5 -0.1
H -3.317588 -4.465916 0.497635 0.5 -0.3 0.6
H -5.278596 -3.742179 -1.763445 -0.7 0.9 0.2
H -4.655606 -5.244278 -1.514265 0.3 -0.3 0.8
C 1.339683 6.151381 1.060077 1.0 -2.1 -0.6
C 2.230774 4.872791 1.257515 0.9 0.3 -0.7
C 1.748150 4.236555 2.545571 -0.1 -0.5 0.5
C 3.737151 5.379535 1.373439 -2.6 1.4 1.0
C 2.138969 3.875817 0.077693 -0.8 1.0 -0.9
O 2.884732 2.674083 0.344308 -0.3 0.8 -2.5
C 2.724233 4.632015 -1.153277 1.3 -1.7 -0.3
C 4.250991 4.160765 -1.455737 0.0 2.1 -0.6
C 4.359157 3.041039 -2.402596 -1.3 -4.1 -2.3
C 3.892570 3.102702 -3.806811 2.6 5.7 6.9
C 3.657421 2.078804 -4.548399 -0.3 -8.8 -3.6
C 3.964639 0.693804 -4.111935 0.3 4.0 2.6
Cl 3.920019 -0.568975 -5.122231 -0.4 -1.9 -1.5
C 4.281271 0.556675 -2.696074 -1.2 -1.5 -6.3
C 4.685983 1.608959 -2.003125 -0.8 7.7 3.1
C 0.586845 3.543061 -0.094688 2.4 -0.9 3.3
N 0.244095 2.212954 -0.597547 0.3 1.4 1.1
C 0.304510 1.090703 0.106525 -0.1 -1.1 -0.2
N -0.682434 0.281633 -0.311237 0.5 0.4 0.6
C -1.336752 1.041147 -1.207348 -0.4 0.1 -2.0
N -0.798299 2.222770 -1.435352 -0.7 -1.4 0.2
H 1.825771 6.758493 0.310070 -0.3 0.7 0.2
H 1.305158 6.570659 2.040004 -0.2 0.9 0.4
H 0.357241 5.824515 0.732910 -0.2 0.5 0.1
H 2.125332 4.882315 3.313974 0.5 -0.2 0.9
H 2.066335 3.175442 2.703852 -0.1 0.9 0.2
H 0.662987 4.304773 2.726880 0.2 -0.2 -0.4
H 3.671856 6.021056 2.271728 0.5 0.1 -0.5
H 4.079124 5.968566 0.519115 -0.2 0.0 0.2
H 4.435087 4.642632 1.598366 1.2 -1.6 0.3
H 2.759017 2.436137 1.231342 -0.1 -0.3 2.1
H 2.605520 5.691225 -0.952249 0.6 -0.1 -0.2
H 2.119858 4.452937 -2.032517 -0.1 -0.3 -0.4
H 4.745727 3.873466 -0.566788 0.2 -0.3 1.1
H 4.909805 5.001862 -1.819584 -1.0 -0.4 0.1
H 3.833165 4.066301 -4.296918 0.0 0.4 0.3
H 3.245564 2.195043 -5.558558 0.0 -0.2 0.4
H 4.171172 -0.367221 -2.239356 -0.1 -1.8 0.7
H 4.965518 1.465012 -0.951656 0.5 0.2 -0.5
H -0.053166 4.219094 -0.588922 -0.2 0.9 -0.7
H 0.333934 3.534694 1.022045 -0.5 -0.1 -1.8
H 1.039586 0.817434 0.868054 -0.3 0.5 -0.4
H -2.126231 0.643455 -1.827446 -0.2 0.2 0.3
C 0.199746 -5.991253 3.253206 -1.6 0.1 -1.0
C -0.377625 -6.118246 1.865122 0.3 0.8 -0.6
C -0.951816 -7.276114 1.410189 1.2 -0.2 0.8
C -1.464789 -7.289700 0.158192 -1.5 -0.8 -0.6
N -1.453922 -6.218550 -0.614778 -0.9 -0.6 -2.1
C -0.851296 -5.182735 -0.160246 0.5 1.1 0.3
S -0.552665 -3.726464 -1.192083 -0.9 -0.1 -0.5
N -0.350459 -5.055522 1.026364 1.0 0.6 2.5
H 0.024279 -6.933616 3.773521 0.4 0.1 0.1
H -0.506721 -5.248731 3.692487 1.2 -0.1 0.3
H 1.254645 -5.744428 3.138135 -0.2 0.3 0.6
H -0.804353 -8.130789 2.019564 -0.5 -0.9 0.3
H -2.024388 -8.152421 -0.203495 0.4 0.1 -0.1
O 2.037730 -2.060112 0.079346 2.3 0.2 0.1
C 0.960024 -1.837932 0.255844 -2.4 -0.8 -0.3
C 0.422661 -2.060094 3.575646 0.1 -0.4 0.4
C -0.610797 -1.066209 3.234939 0.8 0.1 1.6
C -1.030247 -0.028566 4.208687 -0.6 -0.1 -0.1
O -1.222377 -1.163951 2.205389 -1.4 0.4 -2.1
H 1.411230 -1.604835 3.682325 0.0 -0.1 -0.2
H 0.389188 -2.919951 2.886154 0.2 0.4 0.2
H 0.159497 -2.377821 4.584008 0.2 -0.3 0.2
H -1.294116 0.915293 3.750346 -0.1 0.1 -0.4
H -0.279591 0.167402 4.934873 0.5 -0.1 0.9
H -1.957222 -0.413094 4.670899 0.4 0.1 0.1
```
Positions in Å, forces in eV/Å.

Computed properties:
HOMO energy (alpha / beta): -15.604 / -15.736 eV
multiplicity: 5
relative energy (zero: lowest compared OMol25 entry of this formula, charge and spin): 3.8317 eV
DFT total energy: -104884.15392 eV
orbital gap (alpha / beta): 7.895 / 3.698 eV
charge: +3
largest force on an atom: 9.56 eV/A
LUMO (alpha / beta): -7.7 / -12.0 eV
M: 800.5 u

***

No. 4
Molecular formula: C5H9NO
Method: DFT, ωB97M-V/def2-TZVPD

Geometry as XYZ:
```
16
Properties=species:S:1:pos:R:3:forces:R:3
C 1.291012 0.697677 -0.253341 0.0 0.1 -0.1
C 0.086657 -0.175498 0.147577 0.0 -0.1 0.0
C 0.370939 -1.424671 0.957947 0.0 0.0 0.0
C -1.092474 0.776045 0.465397 0.0 0.2 0.3
N -1.535843 0.718486 -0.960203 0.0 0.1 -0.2
C -0.690104 -0.429733 -1.139843 0.2 -0.4 -0.4
O -0.674060 -1.277699 -1.985553 0.0 0.5 0.3
H 1.629063 1.343781 0.564471 0.0 -0.3 0.0
H 0.981214 1.371164 -1.072167 0.3 -0.2 0.3
H 2.130777 0.095265 -0.609831 -0.1 0.1 0.0
H 0.830638 -1.228588 1.930442 0.0 0.1 -0.1
H 1.039578 -2.071781 0.379994 0.0 0.1 0.1
H -0.558697 -1.985914 1.114814 0.2 0.1 0.0
H -1.848504 0.327973 1.116894 0.1 0.1 -0.1
H -0.851288 1.779091 0.829834 0.1 -0.2 -0.1
H -1.108903 1.484399 -1.486438 -0.7 -0.1 -0.1
```
Positions in Å, forces in eV/Å.

Computed properties:
HOMO energy: -9.552 eV
relative energy (zero: lowest compared OMol25 entry of this formula, charge and spin): 1.3760 eV
DFT total energy: -8867.83665 eV
orbital gap: 10.325 eV
charge: 0
largest force on an atom: 0.67 eV/A
LUMO: 0.8 eV
M: 99.1 u